No. 1
Here is a cluster of 3 separate species, C10H23FO9P2Si in total in a non-equilibrium geometry from the OMol25 dataset. Energies are from wB97M-V/def2-TZVPD.

Structure (XYZ):
```
46
Properties=species:S:1:pos:R:3:forces:R:3
C -2.306 -1.790 0.203 7.236 -3.903 5.198
C -1.320 -2.241 1.132 -7.223 2.782 -7.149
Si 0.039 -3.139 2.228 -0.856 1.321 -2.040
C 1.561 -3.520 1.064 0.351 1.619 -0.919
C 2.442 -2.110 0.991 6.311 0.391 2.603
O 3.653 -1.960 1.571 -9.266 -1.229 -4.334
F 1.876 -0.964 0.235 1.356 -3.530 2.177
H -2.906 -1.658 -0.820 1.471 -0.132 3.005
H 0.458 -2.160 3.221 0.091 -0.008 0.330
H -0.482 -4.387 2.770 -0.110 -0.180 0.093
H 1.175 -3.729 -0.024 0.819 0.233 2.149
H 2.152 -4.412 1.546 -0.671 2.088 -1.212
C 5.128 0.381 1.465 -0.574 -0.157 0.801
O 6.541 0.516 1.455 3.605 -0.233 -1.334
P 7.280 1.560 2.621 -8.016 2.139 3.362
O 6.300 1.085 3.702 1.416 -0.625 -0.339
O 6.665 2.860 1.815 0.954 0.031 0.122
C 7.183 3.115 0.523 -0.159 0.066 -0.536
O 8.019 2.603 3.787 2.237 -1.738 -0.829
C 7.259 3.683 4.310 -0.081 0.762 -0.607
H 4.812 0.017 0.484 0.402 0.028 0.020
H 4.833 -0.363 2.214 0.208 0.596 -0.250
H 4.631 1.333 1.662 0.088 0.051 0.050
H 6.445 2.809 -0.223 0.173 -0.049 -0.046
H 8.117 2.571 0.352 -0.044 0.126 -0.200
H 7.367 4.185 0.418 0.036 -0.043 0.075
H 6.204 3.426 4.427 0.125 -0.176 -0.150
H 7.360 4.549 3.653 -0.161 0.061 0.130
H 7.666 3.943 5.292 0.225 -0.276 -0.188
C -4.806 -1.237 -3.974 0.100 -0.690 0.136
O -5.064 -0.132 -3.121 0.502 3.256 1.253
P -6.484 -0.163 -2.134 -2.640 -7.899 -3.282
O -6.281 -1.657 -1.847 0.670 1.202 0.834
O -7.403 0.046 -3.486 -0.035 0.584 0.746
C -7.289 1.291 -4.150 0.110 0.308 -0.542
O -7.903 -0.195 -1.146 1.816 1.988 1.373
C -9.016 -0.963 -1.579 -0.575 0.408 -0.757
H -4.126 -0.908 -4.765 -0.070 0.313 0.181
H -4.309 -2.033 -3.408 -0.259 0.052 -0.131
H -5.720 -1.615 -4.435 0.000 -0.004 0.126
H -6.698 1.156 -5.059 0.036 0.160 0.093
H -6.810 2.041 -3.514 -0.060 0.106 -0.210
H -8.285 1.639 -4.427 0.026 -0.035 0.092
H -8.712 -1.878 -2.092 0.205 0.169 0.025
H -9.640 -0.357 -2.240 -0.082 -0.202 -0.019
H -9.608 -1.236 -0.700 0.313 0.271 0.097
```
Positions in Å, forces in eV/Å.

The electronic energy comes out at -58330.01450 eV. As for the HOMO-LUMO gap: 6.1 eV. The highest occupied orbital energy is -9.436 eV. Its lowest unoccupied orbital energy is -3.382 eV.

---

No. 2
Here is a structure of composition C4H6O2 in a non-equilibrium geometry from the OMol25 dataset. Energies are from wB97M-V/def2-TZVPD.

Structure (XYZ):
```
12
Properties=species:S:1:pos:R:3:forces:R:3
O 1.577 -1.175 0.756 -0.326 0.134 0.142
C 0.555 -1.069 -0.171 -1.574 4.583 -0.115
C -1.042 -0.445 0.302 -0.059 -2.087 0.383
C -1.188 1.049 0.108 0.831 -0.933 -0.297
O -2.035 1.920 0.184 1.240 -1.394 -0.075
C 0.222 0.899 -0.341 1.579 0.277 -0.597
H 2.358 -0.682 0.438 -0.422 -0.291 0.218
H 0.941 -1.037 -1.189 -0.816 -0.597 -0.053
H -1.029 -0.715 1.345 -0.584 -0.416 0.365
H -1.711 -0.996 -0.338 -0.566 -0.439 0.287
H 0.410 1.116 -1.380 0.372 0.571 -0.197
H 0.957 1.162 0.403 0.325 0.593 -0.062
```
Positions in Å, forces in eV/Å.

The electronic energy comes out at -8334.85246 eV. As for the HOMO-LUMO gap: 8.7 eV. The highest occupied orbital energy is -7.997 eV. Its lowest unoccupied orbital energy is 0.670 eV. Its energy relative to the best compared isomer or geometry (same formula, charge and spin) is 129.3 kcal/mol.

---

No. 3
Here is a structure of composition C7H11N2 in a non-equilibrium geometry from the OMol25 dataset. Energies are from wB97M-V/def2-TZVPD.

Structure (XYZ):
```
20
Properties=species:S:1:pos:R:3:forces:R:3
C 2.225 -0.424 -0.695 2.505 -2.569 -3.117
C 1.739 0.512 0.052 0.506 2.111 1.473
C -1.106 -1.203 1.901 -2.938 -1.430 -0.536
C -0.013 -0.514 1.661 0.325 0.445 -2.633
C -0.674 0.919 -0.606 2.200 -2.713 3.757
C 0.930 -1.198 -0.806 0.951 0.111 -1.199
C 0.409 -0.134 0.198 -3.162 2.109 -0.679
N -0.266 1.415 -1.738 -0.313 1.057 -0.415
N -1.756 1.311 0.018 -1.596 1.694 -0.876
H 3.217 -0.739 -1.196 -1.592 1.058 1.058
H 2.165 1.432 0.434 -0.097 -0.067 0.339
H -1.500 -1.592 2.895 0.928 0.770 -1.294
H -1.839 -1.477 0.999 1.786 0.512 1.967
H 0.744 -0.178 2.331 0.113 -0.069 0.956
H 0.590 -1.286 -1.897 -0.135 0.054 1.837
H 1.106 -2.119 -0.319 -0.581 -1.438 0.160
H 0.721 1.497 -2.004 -0.548 -0.591 0.317
H -0.856 2.176 -2.014 0.052 0.460 -0.969
H -2.123 0.954 0.924 0.912 0.043 -1.118
H -2.295 2.120 -0.415 0.684 -1.547 0.971
```
Positions in Å, forces in eV/Å.

The electronic energy comes out at -10408.32967 eV. As for the charge: +1. As for the HOMO-LUMO gap: 10.6 eV. The highest occupied orbital energy is -13.891 eV. Its lowest unoccupied orbital energy is -3.247 eV. Its energy relative to the best compared isomer or geometry (same formula, charge and spin) is 78.2 kcal/mol.

---

No. 4
Here is a structure of composition C14H14F6N6O5PdS4 from the OMol25 dataset. Energies are from wB97M-V/def2-TZVPD.

Structure (XYZ):
```
50
Properties=species:S:1:pos:R:3:forces:R:3
Pd -0.644 -0.170 0.069 0.758 -0.368 0.097
C -3.753 1.103 3.616 -0.055 -0.074 0.119
N -3.053 2.071 2.814 -0.118 -0.007 -0.107
C -2.644 3.310 3.236 0.144 0.144 -0.042
C -1.945 3.875 2.239 -0.043 -0.047 0.157
N -1.911 2.975 1.177 -0.018 -0.029 -0.158
C -2.635 1.832 1.517 0.131 0.062 0.117
S -2.972 0.450 0.681 0.101 -0.161 -0.226
C -1.062 3.144 0.055 -0.009 -0.063 0.187
C -0.064 4.123 0.097 0.046 -0.105 -0.156
C 0.720 4.263 -1.033 -0.007 0.013 0.027
C 0.505 3.447 -2.131 -0.017 -0.029 -0.010
C -0.471 2.461 -2.036 -0.003 -0.197 0.018
N -1.233 2.309 -0.953 -0.268 0.470 -0.206
H -4.473 1.616 4.257 0.038 -0.002 0.006
H -3.058 0.519 4.223 0.003 -0.001 -0.021
H -4.269 0.415 2.950 -0.001 0.018 -0.010
H -2.886 3.691 4.211 -0.027 0.015 0.021
H -1.489 4.843 2.185 -0.001 0.041 -0.003
H 0.149 4.697 0.984 -0.014 0.029 0.030
H 1.522 4.990 -1.043 0.011 0.011 -0.005
H 1.103 3.509 -3.028 0.034 0.014 -0.011
H 0.148 0.995 -3.017 -0.082 -0.105 0.021
F 3.622 0.115 0.474 0.018 -0.050 0.114
C 2.666 0.820 -0.130 0.164 -0.044 -0.083
F 3.258 1.672 -0.976 0.066 0.073 -0.080
F 2.059 1.559 0.809 -0.098 0.074 0.069
S 1.362 -0.255 -1.025 -0.748 0.175 0.035
O -0.661 1.580 -3.042 0.035 0.302 0.100
O 1.503 0.274 -2.426 0.159 -0.110 0.140
N 2.063 -1.710 -0.921 -0.220 0.067 -0.067
S 3.243 -2.181 -1.825 0.167 -0.076 0.089
O 4.310 -1.240 -2.049 0.025 -0.015 -0.050
O 3.590 -3.525 -1.439 0.048 -0.029 -0.087
C 2.523 -2.425 -3.546 -0.120 0.041 -0.197
F 2.978 -3.580 -4.084 0.015 0.118 0.094
F 1.187 -2.501 -3.540 0.203 -0.009 0.025
F 2.889 -1.445 -4.383 -0.106 -0.124 0.083
C -0.394 -5.232 0.550 -0.049 -0.040 -0.031
C 0.164 -4.270 -0.499 -0.037 -0.030 0.053
C -0.836 -3.309 -0.959 0.169 0.205 0.070
N -1.580 -2.505 -1.305 -0.263 -0.188 -0.149
H 0.332 -6.023 0.743 0.025 0.010 0.023
H -1.323 -5.693 0.207 0.018 -0.017 -0.026
H -0.580 -4.711 1.488 -0.013 0.008 0.001
H 0.542 -4.800 -1.377 0.017 0.034 0.043
H 0.992 -3.679 -0.100 -0.008 -0.071 -0.020
O 0.281 -3.624 3.395 -0.101 -0.067 0.046
S 0.605 -2.293 2.802 0.353 0.070 0.154
N -0.380 -1.487 2.087 -0.325 0.062 -0.193
```
Positions in Å, forces in eV/Å.

The electronic energy comes out at -97048.69517 eV. As for the charge: -2. As for the HOMO-LUMO gap: 4.8 eV. The highest occupied orbital energy is -0.467 eV. Its lowest unoccupied orbital energy is 4.376 eV. Its energy relative to the best compared isomer or geometry (same formula, charge and spin) is 0.0 kcal/mol.

---

The highest HOMO-LUMO gap belongs to which entry?
C7H11N2

---

Which of these has the highest lowest unoccupied orbital energy?
C14H14F6N6O5PdS4

---

What is the formula in the second record?
C4H6O2

---

Among the records above, which one has the lowest electronic energy?
C14H14F6N6O5PdS4